Entry 1:
DFT (ωB97M-V/def2-TZVPD) results for a structure of composition C45H38BrCl2F4N6O3PSSeSr.

Atoms and positions in Å:
Sr -0.04062 -1.06038 -0.87819
Cl -3.51448 3.18674 -5.08516
C -2.66041 1.69942 -4.81110
C -1.52152 1.72379 -4.02609
C -0.83465 0.55423 -3.70489
N 0.21868 0.50675 -2.78038
C 1.08943 1.51085 -2.71539
O 1.12371 2.58198 -3.32688
C 2.24164 1.25436 -1.74857
C 3.31130 2.14684 -1.77310
C 4.41273 1.90675 -0.97660
C 4.41196 0.78770 -0.15186
C 3.29570 -0.02467 -0.16555
N 2.23329 0.18713 -0.94436
C -1.27861 -0.66268 -4.27850
C -2.41196 -0.66544 -5.07895
C -3.11504 0.50111 -5.33538
Cl -4.55406 0.42542 -6.30215
N -0.50487 -1.82699 -4.14254
C -0.63279 -2.57345 -3.10347
O -1.42714 -2.46588 -2.09796
C 0.48013 -3.57375 -2.93340
C 0.79188 -4.56936 -3.84849
C 1.87313 -5.39010 -3.58892
C 2.62428 -5.17349 -2.43990
C 2.25325 -4.14243 -1.59753
N 1.19810 -3.35973 -1.82495
H -1.15946 2.66329 -3.63830
H 3.23804 2.99491 -2.43944
H 5.26701 2.57288 -1.00092
H 5.25234 0.55144 0.49034
H 3.23487 -0.88730 0.48959
H -2.74230 -1.59724 -5.51820
H 0.19477 -4.67264 -4.74320
H 2.13839 -6.18349 -4.27581
H 3.48407 -5.78478 -2.20336
H 2.82332 -3.92862 -0.69971
F -3.34003 1.57770 5.84073
C -3.08087 1.57411 4.53151
C -2.70050 2.73813 3.89384
F -2.60226 3.87200 4.59036
C -2.43248 2.72832 2.53276
F -2.11009 3.90850 1.99036
C -2.51038 1.56798 1.77247
P -2.00140 1.38468 0.00919
C -3.62006 1.37595 -0.81965
C -4.61748 2.29869 -0.50008
C -5.82868 2.27379 -1.16968
C -6.05658 1.32035 -2.15458
C -5.07907 0.38768 -2.46027
C -3.86055 0.41335 -1.79520
C -1.20553 2.95242 -0.45509
C 0.08788 3.16818 0.02156
C 0.78784 4.30033 -0.35521
C 0.21891 5.21093 -1.23476
C -1.05327 4.98576 -1.73434
C -1.76826 3.86139 -1.34454
C -2.92853 0.41141 2.44063
Br -3.19610 -1.20304 1.50763
C -3.20593 0.41010 3.79379
F -3.59740 -0.70334 4.42139
H -4.43874 3.04654 0.26487
H -6.59441 2.99955 -0.92707
H -6.99989 1.30721 -2.68544
H -5.25584 -0.35491 -3.22555
H -3.10333 -0.32159 -2.04538
H 0.54171 2.43447 0.68433
H 1.79274 4.46700 0.01311
H 0.77938 6.08238 -1.54729
H -1.49026 5.67537 -2.44488
H -2.75357 3.68762 -1.75663
C -1.21529 -5.81091 1.58985
C -1.27660 -4.29589 1.71528
S 0.36881 -3.54468 1.70077
O 0.17457 -2.10281 1.32572
C 0.73996 -3.44784 3.46627
C 0.98301 -4.78953 4.13501
H -2.22434 -6.20714 1.48031
H -0.76316 -6.28361 2.45959
H -0.64589 -6.09921 0.70599
H -1.82650 -3.94239 2.58820
H -1.73392 -3.86057 0.82317
H -0.07833 -2.88520 3.91973
H 1.62083 -2.80229 3.48353
H 0.05469 -5.33804 4.28591
H 1.43329 -4.63364 5.11491
H 1.66231 -5.41231 3.55069
C 4.40983 -0.91928 4.03062
N 4.43344 0.45575 3.58148
C 5.56395 1.24619 3.49292
C 5.16963 2.44760 3.03082
N 3.80369 2.38386 2.84133
C 2.99251 3.47107 2.33110
C 3.34177 1.15279 3.17090
Se 1.62593 0.52192 3.06220
H 5.24146 -1.08241 4.71275
H 4.48995 -1.60509 3.18591
H 3.46756 -1.10276 4.54279
H 6.53651 0.88617 3.77494
H 5.73099 3.34164 2.82843
H 3.10562 4.34994 2.96467
H 1.95420 3.15089 2.34183
H 3.28848 3.70563 1.30871

relative energy (zero: lowest compared OMol25 entry of this formula, charge and spin) = 0.179 eV
gap between HOMO and LUMO = 0.2501 Ha
energy = -9357.55442 Ha

Entry 2:
DFT (ωB97M-V/def2-TZVPD) results for a structure of composition C45H38ClFeN3O4P2.

Atoms and positions in Å:
Fe -0.94401 0.23843 0.26888
C -3.94878 1.72145 -2.85781
C -2.73804 1.12516 -2.44628
N -2.06849 1.52619 -1.39338
C -2.58437 2.53169 -0.64169
C -3.80773 3.16376 -0.93076
C -4.47233 2.72714 -2.10049
C -4.33593 4.15248 -0.07047
C -3.64222 4.45468 1.06640
C -2.42703 3.82968 1.38094
C -1.84048 2.88743 0.54767
N -0.65897 2.22075 0.77533
C -0.17545 2.36536 2.07776
C 0.67054 3.36485 2.49344
C 1.02761 3.49474 3.85334
C 0.54296 2.63844 4.80198
C -0.29789 1.56766 4.41258
C -0.84237 0.62137 5.31157
C -1.64975 -0.37450 4.83985
C -1.88994 -0.45654 3.44894
N -1.38106 0.39076 2.59412
C -0.62394 1.42237 3.05266
H -4.45565 1.35996 -3.74182
H -2.31906 0.29136 -2.99712
H -5.41378 3.19088 -2.37245
H -5.27703 4.62919 -0.31076
H -4.03757 5.19283 1.75404
H -1.92127 4.10245 2.29887
H 1.02763 4.08062 1.76369
H 1.68683 4.30220 4.14763
H 0.80083 2.76003 5.84726
H -0.61929 0.70128 6.36927
H -2.08990 -1.10528 5.50388
H -2.50248 -1.24731 3.03126
O -2.13873 -3.21941 -0.55523
Cl -2.87130 -1.95941 -0.76750
O -4.30067 -2.17140 -0.64275
O -2.46259 -1.07499 0.39421
O -0.11409 -0.65622 -1.55007
C 1.35890 -3.01000 -0.76255
C 2.19210 -1.89569 -0.10439
P 1.21810 -0.98319 1.16960
C 1.00682 -2.33985 2.36595
C 2.03263 -2.82131 3.17882
C 1.82162 -3.92563 3.98968
C 0.59202 -4.57295 3.98135
C -0.42239 -4.11939 3.15281
C -0.21766 -3.00448 2.35103
C 2.47362 0.12528 1.87127
C 3.22452 0.90242 0.98648
C 4.13999 1.82529 1.46300
C 4.31173 1.99295 2.83065
C 3.54845 1.24714 3.71488
C 2.62699 0.32417 3.23924
C 1.27906 -2.88864 -2.28455
P 0.49705 -1.30739 -2.74370
C -0.71105 -1.61183 -4.04181
C -0.73637 -0.84966 -5.20679
C -1.77132 -1.00362 -6.11766
C -2.78821 -1.91210 -5.86152
C -2.77229 -2.66953 -4.69681
C -1.73637 -2.52440 -3.79004
C 1.76407 -0.23074 -3.43836
C 1.82890 1.06965 -2.94950
C 2.79216 1.94415 -3.43623
C 3.68561 1.52152 -4.40816
C 3.62039 0.22218 -4.90211
C 2.66180 -0.65170 -4.41762
H 0.33833 -3.02768 -0.37175
H 1.79261 -3.98153 -0.52055
H 2.54881 -1.18083 -0.84950
H 3.07366 -2.29902 0.39771
H 3.00180 -2.33710 3.18125
H 2.62180 -4.28555 4.62397
H 0.43209 -5.43696 4.61370
H -1.37567 -4.63114 3.12029
H -1.01035 -2.66944 1.69136
H 3.08774 0.79969 -0.08442
H 4.71841 2.41804 0.76562
H 5.02924 2.71240 3.20379
H 3.65771 1.38859 4.78251
H 2.02376 -0.23539 3.94279
H 0.69896 -3.71232 -2.70454
H 2.27405 -2.92860 -2.73630
H 0.04738 -0.12790 -5.40100
H -1.78652 -0.40840 -7.02118
H -3.60039 -2.02756 -6.56755
H -3.57528 -3.36442 -4.49032
H -1.74964 -3.09020 -2.86412
H 1.12359 1.39202 -2.19142
H 2.83949 2.95560 -3.05405
H 4.43571 2.20423 -4.78580
H 4.31684 -0.10707 -5.66179
H 2.61072 -1.66217 -4.80864

<S²> = 6.011
relative energy (zero: lowest compared OMol25 entry of this formula, charge and spin) = 0.254 eV
gap between HOMO and LUMO (spin up / spin down) = 0.2597 / 0.2618 Ha
energy = -4609.40255 Ha
spin multiplicity = 5

Entry 3:
DFT (ωB97M-V/def2-TZVPD) results for a structure of composition C45H38N4O4PRb at a distorted geometry.

Atoms and positions in Å:
Rb 1.08624 -1.55591 -0.16138
O 0.81054 -0.44864 2.27411
C 1.41883 -0.26814 3.38252
C 0.74916 -0.41884 4.63738
C 1.32612 -0.04195 5.82556
C 2.63151 0.46682 5.86235
C 3.34329 0.53027 4.68188
C 2.79494 0.14335 3.45691
C 3.63001 0.24137 2.27695
N 3.39390 -0.29554 1.15350
C 4.38160 -0.13591 0.10530
C 4.00171 -0.92259 -1.14738
N 3.13161 -0.13325 -1.98918
C 2.67605 -0.59801 -3.08794
C 2.80284 -1.90144 -3.73866
C 2.90779 -1.88607 -5.13559
C 3.09522 -3.02919 -5.88230
C 3.15691 -4.25806 -5.20987
C 2.99369 -4.32163 -3.84994
C 2.73750 -3.16340 -3.04085
O 2.42566 -3.27542 -1.81682
H -0.25964 -0.80981 4.61176
H 0.76304 -0.13550 6.74929
H 3.07318 0.79528 6.79617
H 4.36578 0.90008 4.69113
H 4.57679 0.79110 2.43898
H 5.36406 -0.47879 0.46362
H 4.47155 0.92258 -0.16905
H 3.54110 -1.87346 -0.85332
H 4.91274 -1.17846 -1.70479
H 2.16439 0.15384 -3.70185
H 2.86750 -0.92299 -5.63881
H 3.18427 -2.98408 -6.96104
H 3.31144 -5.16993 -5.77856
H 3.00936 -5.27742 -3.33754
C -1.55473 3.93278 -2.92905
C -0.91682 2.71447 -3.10381
C -0.48482 1.99221 -2.00016
C -0.67710 2.46665 -0.70266
C -1.31803 3.69373 -0.54540
C -1.75450 4.41942 -1.64435
P 0.00213 1.35047 0.66276
C 1.19160 2.62228 1.31091
C 1.40690 2.96332 2.64628
C 2.36834 3.90002 3.00223
C 3.16104 4.49538 2.03419
C 2.99601 4.13253 0.70479
C 2.02802 3.20621 0.35358
C -1.40148 1.44244 1.89304
C -1.61655 2.54958 2.67997
C -2.37275 2.48909 3.86714
C -2.83242 1.28632 4.31623
C -2.69268 0.12817 3.51823
C -3.11909 -1.14031 3.98124
C -3.01619 -2.23767 3.17375
C -2.63850 -2.08107 1.82821
C -2.24802 -0.86314 1.33797
C -2.09673 0.23550 2.23312
H -1.90057 4.49866 -3.78621
H -0.75737 2.32430 -4.10238
H 0.01772 1.04056 -2.14322
H -1.48179 4.09678 0.44500
H -2.25360 5.37118 -1.49728
H 0.82694 2.49852 3.42828
H 2.50371 4.15191 4.04726
H 3.91270 5.22436 2.31594
H 3.62219 4.58116 -0.05798
H 1.91751 2.91808 -0.68597
H -1.13600 3.48543 2.43818
H -2.50682 3.39084 4.45376
H -3.30923 1.19852 5.28694
H -3.51790 -1.22534 4.98678
H -3.30482 -3.21397 3.54557
H -2.72296 -2.91342 1.13906
O -2.94053 -4.01924 -4.95804
C -4.04726 -3.23676 -4.53182
N -4.70365 -3.76088 -3.35905
C -5.21503 -2.80599 -2.40533
O -6.44508 -2.73656 -2.27279
C -4.25501 -2.02277 -1.71728
C -4.63913 -0.80552 -1.04426
C -3.74381 -0.07868 -0.36905
C -2.32481 -0.58652 -0.15675
N -1.95233 -1.72390 -0.98013
C -2.87322 -2.33997 -1.65140
H -2.31320 -4.05185 -4.22767
H -4.71143 -3.21665 -5.40206
H -3.73221 -2.21377 -4.31269
H -5.44806 -4.40054 -3.59561
H -5.66561 -0.47130 -1.15160
H -3.99451 0.87242 0.08890
H -1.63609 0.22571 -0.38665
H -2.52300 -3.21349 -2.20125

gap between HOMO and LUMO = 0.2005 Ha
charge = -2
energy = -2623.09315 Ha

Entry 4:
DFT (ωB97M-V/def2-TZVPD) results for a structure of composition C45H39BrN4O2PSc at a distorted geometry.

Atoms and positions in Å:
Sc -0.69825 -1.23794 0.22349
C -1.75752 -2.52123 2.98713
C -1.31809 -3.26621 1.89685
C -2.10440 -3.33061 0.74076
C -3.32598 -2.65855 0.68788
C -3.74914 -1.90310 1.77632
C -2.96415 -1.83431 2.92206
H -1.15993 -2.47893 3.88790
H -0.38925 -3.82360 1.95142
H -1.79484 -3.95947 -0.08754
H -3.95053 -2.74182 -0.19218
H -4.70237 -1.39166 1.74095
H -3.30296 -1.26205 3.77620
Br -1.35686 5.11123 -3.46443
C -0.41044 3.70789 -4.29425
C -0.87818 3.16447 -5.47728
C -0.15709 2.13776 -6.07340
C 0.98090 1.62535 -5.46829
C 1.46664 2.21263 -4.30214
C 0.77195 3.25883 -3.72100
N 1.60002 0.55103 -6.24091
N 2.11227 -0.45552 -5.72988
C 1.84704 -0.74601 -4.33459
C 2.87461 -0.75524 -3.44073
C 2.64392 -1.02162 -2.06754
C 1.38058 -1.29455 -1.64344
O 1.04461 -1.59235 -0.35365
C 0.31461 -1.35341 -2.56732
N -0.91738 -1.66891 -2.05050
C -1.90039 -1.89843 -2.89822
C -1.75566 -1.77794 -4.28788
C -0.55450 -1.36859 -4.79978
C 0.53624 -1.13625 -3.93049
H -1.77366 3.55122 -5.94341
H -0.47771 1.71494 -7.01753
H 2.40041 1.90041 -3.85681
H 1.15809 3.74378 -2.83345
H 3.87369 -0.51819 -3.78426
H 3.46403 -1.00104 -1.36165
H -2.85728 -2.18037 -2.47581
H -2.59657 -1.99654 -4.93023
H -0.42930 -1.25318 -5.86820
C -3.65693 0.20735 -1.05432
C -3.07226 1.60501 -0.94901
C -4.21218 2.62284 -0.98444
C -2.25863 1.74580 0.33596
C -1.74165 3.17096 0.56818
O -0.30652 3.01796 0.69456
C -0.00059 1.75043 0.53512
N -0.99499 0.93133 0.32894
C 1.46116 1.49750 0.60251
C 2.25973 2.43943 -0.04791
C 3.63902 2.36982 0.03738
C 4.22279 1.39107 0.82768
C 3.43057 0.46828 1.49684
C 2.04574 0.48321 1.37519
P 1.00334 -0.70450 2.31087
C 2.01472 -2.16959 2.66533
C 1.73293 -2.85824 3.84988
C 2.39388 -4.03785 4.15616
C 3.34999 -4.54290 3.28562
C 3.63320 -3.86904 2.10661
C 2.96659 -2.69321 1.79226
C 0.74490 0.16278 3.87541
C 1.72792 0.25715 4.85878
C 1.49919 1.02755 5.98764
C 0.29546 1.70546 6.14398
C -0.68932 1.61180 5.17140
C -0.46450 0.83705 4.04156
H -4.07634 0.01803 -2.04264
H -4.44754 0.06473 -0.31380
H -2.90220 -0.56312 -0.87897
H -2.39356 1.78568 -1.79155
H -4.84283 2.52831 -0.09527
H -4.84446 2.44785 -1.85469
H -3.86490 3.65239 -1.04852
H -2.87626 1.41211 1.17654
H -2.09879 3.63423 1.48344
H -1.91961 3.83557 -0.27356
H 1.79355 3.23376 -0.61541
H 4.25024 3.09758 -0.47892
H 5.29888 1.35098 0.93752
H 3.90565 -0.27245 2.12596
H 1.01964 -2.45855 4.56163
H 2.16935 -4.55436 5.08009
H 3.87760 -5.45539 3.52955
H 4.37702 -4.26006 1.42499
H 3.17827 -2.19875 0.85552
H 2.66885 -0.26799 4.74850
H 2.26271 1.10078 6.75077
H 0.12456 2.30327 7.02960
H -1.62978 2.13249 5.29710
H -1.24078 0.75359 3.28577

relative energy (zero: lowest compared OMol25 entry of this formula, charge and spin) = 0.519 eV
gap between HOMO and LUMO = 0.2538 Ha
charge = +2
energy = -5783.41672 Ha